(1)
This record from the Open Molecules 2025 dataset describes C23H18BrCl2N3OS2 in the gas phase in a non-equilibrium geometry. The level of theory is ωB97M-V/def2-TZVPD.

Geometry as XYZ:
```
50
C23H18BrCl2N3OS2, DFT ωB97M-V/def2-TZVPD
N -1.2087 0.2046 1.7259
H -4.3537 3.5775 2.6500
Br -5.2834 6.1761 1.5843
C 1.7798 -2.9819 2.1832
C -2.3816 3.2272 1.8892
N -0.8459 -0.9051 2.3709
C -3.6754 5.1701 1.3887
C -1.1248 -0.0121 0.4347
H 3.5140 0.6198 -0.2135
C -1.4924 4.9375 0.4569
H 0.8287 -0.4407 -1.7855
H -0.0425 2.0788 1.6091
H -1.6669 -3.6480 -0.4462
C -2.6555 5.6708 0.5966
H 0.7991 3.5284 0.9850
C 0.6250 -2.0995 -3.1289
H -0.6917 5.3207 -0.1588
H -2.3147 1.5740 -0.3066
C -0.7480 -3.9123 -2.3657
C 0.3690 -1.4007 -1.9630
C 3.3751 -2.5965 -1.2375
H -2.2695 2.2716 2.3798
C -1.0232 -3.2214 -1.2004
H 3.6172 -3.2318 -2.0742
C -0.4568 -1.9678 -1.0011
C -3.5493 3.9532 2.0369
C 2.4396 -2.3692 0.9958
C 0.0743 -3.3537 -3.3301
C -0.5440 -1.8010 1.4785
H 0.2876 -3.8986 -4.2373
N -0.6986 -1.2911 0.2101
Cl 2.3188 0.0405 2.2393
H 4.1194 -0.8062 -2.1362
S 0.0320 -3.4183 1.7989
H -2.7707 6.6206 0.0978
C 3.6532 -1.2420 -1.2671
Cl 2.4178 -4.8331 -0.1161
S -0.0619 2.2406 -0.8117
O 1.1793 1.4680 -0.9055
C -0.1014 2.9183 0.9177
H 1.2688 -1.6613 -3.8761
C 2.7726 -3.1435 -0.1179
H -1.1781 -4.8902 -2.5176
C -1.3408 3.7144 1.1039
C 2.7193 -1.0029 0.9218
H 2.2393 -3.9328 2.4498
C -1.4487 0.9815 -0.5911
H -1.5932 0.5196 -1.5664
H 1.7650 -2.3114 3.0396
C 3.3263 -0.4405 -0.1896
```

Summary:
orbital gap = 9.46 eV
net charge = 0
E = -5417.54568 a.u.


(2)
This record from the Open Molecules 2025 dataset describes a 11-piece molecular cluster, C70H71B overall in a non-equilibrium geometry. The level of theory is ωB97M-V/def2-TZVPD.

Geometry as XYZ:
```
142
C70H71B, DFT ωB97M-V/def2-TZVPD
H 4.6902 5.4413 1.8133
C 0.2958 -0.8516 -1.2378
C -0.1949 0.3980 -0.8787
C 4.7548 2.4245 1.3036
H 10.9045 -5.7883 5.7982
C -6.6538 -6.5092 -0.0694
C 12.0045 -4.0353 6.3753
C 5.6188 -2.9274 -4.0467
H -1.9444 1.6224 -0.6449
C -1.5621 0.6450 -0.9184
H 8.4564 -0.3672 -3.2414
H 7.0131 4.3768 2.0448
C -6.1001 -5.2346 -0.0951
H -9.4771 0.0735 -1.2990
H 8.0429 4.1591 4.4603
H -2.6337 -2.3972 -1.9631
H -8.8810 -11.3794 2.3299
H -1.7488 5.6336 -5.5396
H -9.0541 2.4598 -1.7974
H 6.3181 6.7840 3.1072
C -6.0727 1.6633 -0.3934
H -8.2758 -7.7575 -0.7222
C -7.0619 2.4332 -0.9941
H 2.2892 -2.4201 -3.6470
H 0.8100 1.1881 3.5649
H 3.0245 -2.0979 -1.3056
H -12.5977 4.5771 -4.0897
H 9.6335 -0.2095 4.1403
H -0.1978 -2.8310 -1.9126
H 11.5797 -0.2646 -0.3061
C 11.2003 -4.7826 5.5222
C -2.4394 -0.3598 -1.3076
H -10.3488 3.8109 -3.3993
H -12.4011 -8.6400 0.1861
C 12.3771 -2.7429 6.0259
C -11.8680 -10.5803 0.9388
H -3.5066 -0.1675 -1.3352
C -7.9306 -4.4658 -1.4572
H -6.3009 -3.2209 -0.8168
H -6.1566 -7.3060 0.4725
C 9.2115 0.8162 4.3077
C -8.2850 1.8606 -1.3240
C 8.7767 -0.2261 -2.2148
C -8.5219 0.5194 -1.0452
C 0.0076 2.9699 -4.3914
C -2.6013 3.9155 -4.5715
H 3.0034 6.5704 0.3990
H 2.9314 9.0418 0.2927
C -12.7221 6.0824 -2.5622
C -10.8798 -11.3488 1.5430
C -12.0849 6.6811 -1.4816
H 3.9513 -2.9526 -5.4018
H 1.0252 2.6030 -4.3173
C 8.2513 0.2508 0.0854
C 6.9766 3.2998 2.4209
H -13.7044 6.4229 -2.8695
H -6.8788 3.4810 -1.2063
H 5.1659 3.1000 4.7916
H -9.4194 -5.9356 -1.9450
H -3.6180 4.2864 -4.6373
C -1.5507 4.6735 -5.0766
H 13.0015 -2.1592 6.6929
C 4.6611 6.5246 1.7644
C -9.4194 -9.4354 1.5905
C 1.0543 1.5811 2.5287
C -10.4089 -8.6661 0.9896
H 6.3478 -3.1547 -4.8162
H -8.4648 -8.9886 1.8457
C 4.5772 9.3017 1.6489
H 12.3407 -4.4609 7.3142
H 1.3622 -1.0421 -1.2114
C 5.0948 -2.4588 -1.7441
C 10.5311 -0.1697 -0.5656
C 3.7511 -2.3339 -2.0743
H -9.2187 4.8712 -1.4694
H 0.9845 0.7330 1.7880
H 5.4152 -2.3257 -0.7165
C -10.8375 4.6144 -2.8589
C -1.9492 -1.6123 -1.6618
C 6.0290 -2.7534 -2.7298
C -0.2468 4.1997 -4.9878
H 10.8521 -0.5703 -2.6523
C 10.1222 -0.3429 -1.8837
H -8.4285 -3.6686 -1.9980
C -9.6539 -10.7781 1.8646
C 3.6710 8.5472 0.9127
H 0.4887 1.1804 -0.5690
C -6.7359 -4.2139 -0.7923
H 6.2394 9.2555 3.0092
H -0.8460 1.2496 -3.4299
C -10.2019 5.2107 -1.7759
H 0.3799 2.4493 2.2597
C 3.2341 2.4052 3.8453
H -3.1678 2.0870 -3.5952
C -12.0995 5.0467 -3.2492
C 3.3389 -2.5130 -3.3902
H -5.1712 -5.0366 0.4285
H -5.5353 -0.2814 0.3459
H 2.8934 1.6820 0.3135
C -0.5813 -1.8564 -1.6309
C 3.7117 7.1590 0.9714
C 7.8415 0.0723 -1.2302
C 5.5729 7.2790 2.4935
C 3.3402 1.9965 1.2927
H 9.9115 0.2578 1.4470
H -7.7197 -1.2951 -0.2210
B 7.8348 3.2012 3.7812
C 2.5817 2.0037 2.5732
H 2.6467 2.3947 4.8013
H -5.1177 2.1094 -0.1381
C 10.7763 -4.2404 4.3146
C 8.4823 1.8005 4.2245
C -1.0436 2.2098 -3.8913
H -12.5701 7.4900 -0.9468
H 7.4125 2.6782 1.5713
H -12.8229 -11.0266 0.6850
H 7.0778 -2.8474 -2.4715
H -11.0652 -12.3943 1.7629
H 10.1531 -4.8247 3.6471
H 6.7923 0.1653 -1.4882
C 11.9488 -2.1985 4.8207
C -8.4862 -5.7396 -1.4285
H 12.2373 -1.1891 4.5488
C 5.4738 2.8615 2.5586
C 5.5300 8.6673 2.4377
C 4.6834 2.8188 3.8083
C -7.8458 -6.7626 -0.7389
C 9.5947 0.1251 0.4183
C -11.6316 -9.2390 0.6597
C 11.1519 -2.9490 3.9633
H 4.5417 10.3844 1.6071
C -2.3477 2.6817 -3.9833
H -10.2263 -7.6184 0.7775
H 0.5723 4.7903 -5.3832
C -6.3081 0.3207 -0.1195
C -7.5341 -0.2494 -0.4411
H 10.8223 -2.5265 3.0197
H 7.5221 0.4871 0.8533
H -10.3325 6.7062 -0.2394
H 5.3477 2.4257 0.3429
C -10.8268 6.2428 -1.0856
C 4.2728 -2.8113 -4.3758
```

Summary:
orbital gap = 8.44 eV
net charge = 0
E = -2734.65317 a.u.
SMILES = C#CBCc1ccc(C)cc1.c1ccccc1.c1ccccc1.c1ccccc1.c1ccccc1.c1ccccc1.c1ccccc1.c1ccccc1.c1ccccc1.c1ccccc1.c1ccccc1


(3)
This record from the Open Molecules 2025 dataset describes C46H52BF4N9OPRuS4 as an isolated structure in a non-equilibrium geometry. The level of theory is ωB97M-V/def2-TZVPD.

Geometry as XYZ:
```
119
C46H52BF4N9OPRuS4, DFT ωB97M-V/def2-TZVPD
C -5.3586 -1.7169 -1.3749
H -5.9441 5.4902 3.6650
C -3.4014 -0.4256 -0.9805
C 2.2273 -4.0414 0.0739
C -1.6063 3.1123 2.4138
H -4.8423 0.8401 6.4636
C -3.6571 1.0562 4.6983
H 4.9183 -2.7491 -3.0340
H 3.7789 2.7592 2.8547
H 3.0036 -0.4825 5.4011
C -2.4471 3.2265 -4.6875
H -7.6353 -1.1290 1.8611
C -5.1630 4.0036 2.3474
C -5.3559 5.3040 2.7804
H 7.0436 -1.7550 -0.1658
C 4.4578 -4.3131 -0.8586
H -6.2795 -1.8844 -1.9099
S -4.1512 2.0974 0.6690
H -0.5389 2.9381 0.5720
C -1.7438 5.2735 3.4076
H -2.8388 -0.5089 -3.7571
N 5.0153 -1.3660 0.1900
H 4.2654 -1.5226 -4.1241
C -3.8507 0.7898 6.0438
C -1.0178 5.7922 2.3469
C -4.9241 -2.6255 -0.4225
H 5.7388 -2.3235 1.9144
C -7.3758 -0.2620 1.2740
H 5.4303 -0.5924 2.0962
H 1.6376 -3.3125 0.6239
O 2.4529 -1.0737 0.1593
C -6.0923 0.2541 1.3339
H -4.8953 0.1051 -2.4188
H 5.3484 -3.7507 -1.1276
N 3.4334 -3.4104 -0.3995
F 0.4440 -0.5766 -2.0876
H -3.6394 6.9446 0.3699
C -2.3732 1.0070 4.1859
H -2.0463 -1.1053 0.5284
H -3.1589 0.2293 -6.0886
C -0.5886 4.9677 1.3186
C -2.7726 0.4651 6.8516
H -5.3298 -0.1902 1.9531
N 3.3064 1.8904 3.0717
N -3.4586 2.2144 -0.7140
H 4.0631 -1.7283 1.9905
C -1.4925 0.4117 6.3235
H -2.6196 3.5054 4.2574
C -4.4192 3.7843 1.1997
C -2.9754 -1.2947 0.0018
N 3.7765 -1.2402 -2.1335
H 2.4655 -0.0400 -3.2567
C -5.7848 1.3703 0.5757
H 4.1125 -4.8944 -1.7182
H -2.9271 0.2423 7.8946
H 4.0458 0.6906 -2.8839
F -0.1268 -2.0506 -0.4996
C -3.7429 -2.4157 0.2697
C 5.0662 -1.5104 1.6238
C -4.5920 -0.6006 -1.6620
H -4.4850 1.2886 4.0468
C 4.0466 -2.1307 -3.2454
H -2.3214 4.2651 -4.9529
H 3.1963 -2.7822 -3.4696
C 3.5202 1.2406 4.2538
H 1.3525 -1.2799 3.6634
C 6.2672 -1.0321 -0.4376
H -4.9749 7.3732 2.4018
H -5.5882 3.1671 2.8810
C 1.9405 -0.3853 3.5235
H 6.5978 -0.0411 -0.1125
S -2.0017 1.3462 2.4564
C -2.5053 1.4929 -3.0471
H -2.0902 3.5330 -2.5857
F -1.2884 -1.9917 -2.4615
H -3.3986 -3.1301 1.0001
H -3.2925 4.5984 -0.4027
C 3.2440 0.0545 -2.4990
C -4.8061 6.3604 2.0688
C -4.0594 6.1222 0.9252
N -0.9651 0.3956 1.9979
H -0.7755 6.8432 2.3268
N -1.0741 1.1997 -0.6992
C -1.2868 0.6890 4.9847
C -2.7660 0.5372 -4.0129
N -3.4917 1.2544 1.7953
C -2.3243 2.8285 -3.3673
H -8.7496 1.9134 -0.9242
C -0.8767 3.6121 1.3521
S -2.4219 1.0514 -1.3064
H 2.8014 0.5368 -1.6260
H -0.0178 5.3750 0.4986
N 1.7293 0.2919 2.3962
P 3.5560 -1.7544 -0.5520
H -6.4430 2.8412 -0.8260
C -6.7221 1.9750 -0.2456
H -0.6553 0.1583 6.9526
H -0.3027 0.6467 4.5444
S 2.1886 2.1987 0.6861
H 2.4965 -4.8654 0.7362
H -9.3332 -0.0579 0.4342
H 4.7197 -5.0125 -0.0597
C 2.8582 0.0645 4.4861
Ru 0.4046 0.2041 0.3395
H 6.1403 -1.0190 -1.5157
C -8.3296 0.3394 0.4667
C -3.8605 4.8254 0.4838
C -2.0541 3.9239 3.4397
C -2.7565 2.2905 -5.6637
B -0.0426 -1.8917 -1.9207
H -2.0555 5.9188 4.2133
H 1.6236 -4.4285 -0.7502
C 2.4252 1.3968 2.1459
H -5.5128 -3.5056 -0.2238
H -2.8663 2.6008 -6.6920
C -8.0032 1.4512 -0.2970
H 4.1945 1.7051 4.9546
F 0.8489 -2.7793 -2.4307
C -2.9078 0.9535 -5.3291
```

Summary:
orbital gap (spin up / spin down) = 5.97 / 6.38 eV
net charge = +2
spin multiplicity = 2
E = -4804.95370 a.u.


(4)
This record from the Open Molecules 2025 dataset describes a 2-piece molecular cluster, C4H5N3S overall in a non-equilibrium geometry. The level of theory is ωB97M-V/def2-TZVPD.

Geometry as XYZ:
```
13
C4H5N3S, DFT ωB97M-V/def2-TZVPD
C -1.5850 -0.5101 0.4494
H 1.2672 -0.8106 1.8093
C -2.8975 -0.2746 0.5052
C 0.5247 -1.6848 -0.0464
H -0.4299 2.6058 -0.9081
S -1.0053 -1.6372 -0.8672
N -0.6429 -0.0961 1.2266
H 0.6701 -2.7942 0.2505
H -2.0673 2.0219 -0.8902
N -1.0755 1.8585 -0.9489
H 1.3539 -1.3820 -0.7092
N -3.9623 0.1325 0.2982
C 0.4412 -0.7406 1.1029
```

Summary:
orbital gap (spin up / spin down) = 8.54 / 6.94 eV
net charge = 0
E = -717.70732 a.u.